Arrangement P

Below is 5 unconnected molecules or ions with the total composition C3H15NO4, with properties calculated with ωB97M-V with the def2-TZVPD basis set.

## Properties
Kohn-Sham gap = 4.31 eV

The geometry in ORCA input format:
```
! RIJCOSX wB97M-V def2-TZVPD def2/J DEFGRID3
* xyz 0 1
C 1.527 -0.743 -0.535
C 0.277 -0.039 -0.099
C 0.018 1.246 -0.938
N 0.157 -0.073 1.261
H 1.317 -1.404 -1.453
H 2.324 -0.046 -0.795
H 1.951 -1.480 0.153
H -0.774 1.853 -0.517
H 0.924 1.833 -0.967
H -0.761 0.318 1.585
H 0.929 0.442 1.715
H -0.396 2.138 1.682
H -2.365 2.056 2.012
O -1.891 1.433 1.449
H -0.294 -2.412 -1.460
H 0.038 -1.802 -3.443
O -0.315 -3.048 -0.695
H 0.362 2.880 2.820
H -0.984 -3.697 -0.927
O 0.024 -1.304 -2.613
H -0.485 -0.802 -0.446
H -0.241 0.886 -1.925
O 0.472 2.579 1.913
*
```

---

Arrangement Q

Below is 5 unconnected molecules or ions with the total composition C3H15NO4, with properties calculated with ωB97M-V with the def2-TZVPD basis set.

## Properties
Structure (SMILES) = C=C(C)N.O.O.O.O
Kohn-Sham gap = 8.68 eV

The geometry in ORCA input format:
```
! RIJCOSX wB97M-V def2-TZVPD def2/J DEFGRID3
* xyz 0 1
C 0.923 0.291 2.424
C -0.405 0.150 2.363
C -1.342 0.350 3.559
N -1.043 -0.194 1.181
H 1.598 0.124 1.592
H 1.447 0.643 3.295
H -0.929 1.178 4.110
H -1.122 -0.497 4.213
H -2.388 0.447 3.334
H -1.988 0.105 1.012
H -0.515 -0.294 0.339
O 3.264 -1.854 -3.894
H 2.774 -2.693 -3.948
H 2.739 -1.092 -3.657
O -1.818 -0.574 -1.909
H -2.588 -0.961 -2.307
H -0.996 -0.613 -2.423
O 0.613 -0.051 -2.794
H 0.670 0.487 -1.978
H 0.663 0.375 -3.660
O 0.387 1.535 -0.571
H 0.611 1.817 0.336
H -0.556 1.321 -0.616
*
```

---

Q: What are the energies relative to the best structure? A: arrangement P 0.2765; arrangement Q 0.0000, in hartree.

---

Arrangement P

Below is C3H4FNO in the gas phase, with properties calculated with ωB97M-V with the def2-TZVPD basis set.

## Properties
Structure (SMILES) = N#C[C@H](O)CF
Kohn-Sham gap = 12.12 eV

The geometry in ORCA input format:
```
! RIJCOSX wB97M-V def2-TZVPD def2/J DEFGRID3
* xyz 0 1
N 0.654 0.497 -2.451
C 0.632 0.196 -1.321
C 0.452 -0.087 0.096
O 0.202 -1.500 0.334
C -0.804 0.508 0.688
F -0.820 1.856 0.545
H 1.338 0.300 0.642
H 0.892 -1.981 -0.236
H -1.625 0.129 0.015
H -0.921 0.083 1.686
*
```

---

Arrangement Q

Below is C3H4FNO in the gas phase, with properties calculated with ωB97M-V with the def2-TZVPD basis set.

## Properties
Kohn-Sham gap (alpha / beta) = 7.15 / 9.61 eV

The geometry in ORCA input format:
```
! RIJCOSX wB97M-V def2-TZVPD def2/J DEFGRID3
* xyz 0 1
C -0.088 -0.152 -0.440
C -1.261 -0.788 -0.745
C -0.158 0.764 0.753
N -1.462 1.169 1.020
O -2.382 -0.485 -0.315
F -1.813 0.869 2.298
H 0.874 -0.413 -0.842
H -1.141 -1.725 -1.314
H 0.396 0.377 1.622
H 0.349 1.676 0.395
*
```

---

Arrangement R

Below is a molecular structure, C3H4FNO, with properties calculated with ωB97M-V with the def2-TZVPD basis set.

## Properties
Kohn-Sham gap = 10.56 eV

The geometry in ORCA input format:
```
! RIJCOSX wB97M-V def2-TZVPD def2/J DEFGRID3
* xyz 0 1
C -0.886 -0.377 -0.736
C -1.330 -0.928 0.313
C 0.614 -0.413 0.049
N 1.202 0.786 0.191
O -0.137 -1.093 1.107
F 1.539 -1.398 -0.312
H -1.195 -0.044 -1.690
H -2.174 -1.525 0.585
H 1.868 0.850 0.894
H 1.536 1.056 -0.794
*
```

---

Arrangement S

Below is C3H4FNO in the gas phase, with properties calculated with ωB97M-V with the def2-TZVPD basis set.

## Properties
Structure (SMILES) = C=C(F)/C=N\O
Kohn-Sham gap = 10.04 eV

The geometry in ORCA input format:
```
! RIJCOSX wB97M-V def2-TZVPD def2/J DEFGRID3
* xyz 0 1
C -2.309 0.220 0.261
C -1.012 -0.017 0.111
F -0.506 -1.162 -0.391
C 0.154 0.913 -0.216
N 1.511 0.808 -0.173
O 1.986 -0.547 0.388
H -3.087 -0.469 0.155
H -2.680 1.307 0.890
H -0.024 1.969 -0.772
H 2.880 -0.324 0.420
*
```

---

Q: What are the energies relative to the best structure? A: arrangement P 0.0000; arrangement Q 0.1644; arrangement R 0.0551; arrangement S 0.1304, in hartree.

---

Arrangement P

Below is 2 unconnected molecules or ions with the total composition C2H6N4, with properties calculated with ωB97M-V with the def2-TZVPD basis set.

## Properties
Structure (SMILES) = [H]/N=C\CN.N#N
Kohn-Sham gap = 10.50 eV

The geometry in ORCA input format:
```
! RIJCOSX wB97M-V def2-TZVPD def2/J DEFGRID3
* xyz 0 1
H 0.824 -1.156 -0.090
N 0.993 -0.428 0.679
C 0.199 0.538 0.762
C -1.199 0.628 0.192
N -1.626 -0.479 -0.638
H 0.508 1.379 1.378
H -1.262 1.550 -0.397
H -1.902 0.732 1.026
H -1.010 -0.589 -1.437
H -1.629 -1.346 -0.109
N 3.104 -0.148 -0.199
N 3.000 -0.681 -1.167
*
```

---

Arrangement Q

Below is C2H6N4 in the gas phase, with properties calculated with ωB97M-V with the def2-TZVPD basis set.

## Properties
Kohn-Sham gap (alpha / beta) = 8.17 / 8.17 eV

The geometry in ORCA input format:
```
! RIJCOSX wB97M-V def2-TZVPD def2/J DEFGRID3
* xyz 0 1
C -0.053 0.124 0.692
C -0.953 -0.390 -1.475
N 1.333 0.161 -1.076
N 0.490 0.418 2.852
N 0.971 0.686 1.750
N 0.160 0.013 -0.611
H -0.909 -0.110 1.273
H -1.745 -0.841 -0.859
H -0.495 -1.014 -2.282
H -1.198 0.625 -1.857
H 1.304 -0.150 -2.045
H 1.095 0.479 3.637
*
```

---

Arrangement R

Below is C2H6N4 in the gas phase, with properties calculated with ωB97M-V with the def2-TZVPD basis set.

## Properties
Structure (SMILES) = [H]/N=C\NN/C=N\[H]
Kohn-Sham gap = 10.37 eV

The geometry in ORCA input format:
```
! RIJCOSX wB97M-V def2-TZVPD def2/J DEFGRID3
* xyz 0 1
H 3.275 0.284 0.603
N 2.843 -0.533 0.012
C 1.595 -0.269 -0.341
N 0.610 0.570 0.219
N -0.751 0.464 -0.155
C -1.619 -0.527 0.234
N -2.879 -0.412 -0.038
H -2.975 0.501 -0.548
H 1.290 -0.724 -1.270
H 0.857 0.888 1.241
H -1.002 1.201 -0.786
H -1.241 -1.442 0.828
*
```

---

Arrangement S

Below is C2H6N4 in the gas phase, with properties calculated with ωB97M-V with the def2-TZVPD basis set.

## Properties
Structure (SMILES) = C=NN/C=N\N
Kohn-Sham gap = 9.00 eV

The geometry in ORCA input format:
```
! RIJCOSX wB97M-V def2-TZVPD def2/J DEFGRID3
* xyz 0 1
C -1.755 -0.455 1.237
N -0.750 -0.054 0.481
N -0.066 -1.069 -0.254
C 0.873 -0.440 -1.180
N 1.323 0.712 -1.230
N 0.928 1.789 -0.359
H -2.031 -1.581 1.328
H -1.981 0.082 2.093
H -0.340 -2.017 -0.413
H 1.419 -1.165 -1.898
H 0.737 1.638 0.737
H 1.644 2.561 -0.541
*
```

---

Q: What are the energies relative to the best structure? A: arrangement P 0.0000; arrangement Q 0.1679; arrangement R 0.0787; arrangement S 0.1333, in hartree.

---

Arrangement P

Below is 2 unconnected molecules or ions with the total composition C9H12N2O4, with properties calculated with ωB97M-V with the def2-TZVPD basis set.

## Properties
Structure (SMILES) = C/C=[N+](/[O-])O.O=C(O)Nc1ccccc1
Kohn-Sham gap = 9.16 eV

The geometry in ORCA input format:
```
! RIJCOSX wB97M-V def2-TZVPD def2/J DEFGRID3
* xyz 0 1
C 3.004 1.866 -0.237
C 3.045 0.463 -0.695
N 3.397 -0.518 0.076
O 3.530 -1.706 -0.208
O 3.490 -0.180 1.401
H 2.306 2.030 0.632
H 3.989 1.933 0.231
H 2.764 2.553 -0.902
H 3.091 0.242 -1.718
H 3.407 -0.836 2.127
O 0.754 -0.804 0.856
C 0.254 -1.824 0.291
O 0.967 -2.878 -0.049
N -1.094 -1.905 -0.001
C -2.062 -0.914 0.235
C -1.755 0.458 0.285
C -2.778 1.398 0.203
C -4.160 1.045 0.125
C -4.420 -0.353 0.256
C -3.411 -1.321 0.315
H 1.886 -2.930 0.130
H -1.347 -2.861 -0.172
H -0.684 0.671 0.205
H -2.408 2.420 0.229
H -4.885 1.865 0.138
H -5.425 -0.814 0.328
H -3.687 -2.449 0.419
*
```

---

Arrangement Q

Below is C9H12N2O4 in the gas phase, with properties calculated with ωB97M-V with the def2-TZVPD basis set.

## Properties
Structure (SMILES) = CCCCOC(=O)c1cc(=O)[nH]c(=O)[nH]1
Kohn-Sham gap = 9.27 eV

The geometry in ORCA input format:
```
! RIJCOSX wB97M-V def2-TZVPD def2/J DEFGRID3
* xyz 0 1
C -4.289 -2.182 -0.371
C -3.551 -1.165 0.491
C -2.095 -1.017 0.057
C -1.361 -0.003 0.923
O -0.001 0.088 0.483
C 0.610 1.266 0.607
O 0.114 2.257 1.073
C 2.012 1.206 0.084
C 2.815 2.291 0.131
C 4.175 2.217 -0.381
O 4.984 3.112 -0.394
N 4.503 0.959 -0.890
C 3.713 -0.163 -0.955
O 4.078 -1.213 -1.414
N 2.444 0.022 -0.440
H -5.323 -2.273 -0.050
H -3.818 -3.159 -0.296
H -4.279 -1.877 -1.415
H -4.049 -0.196 0.418
H -3.587 -1.479 1.536
H -2.052 -0.693 -0.985
H -1.588 -1.981 0.130
H -1.357 -0.316 1.973
H -1.820 0.988 0.857
H 2.466 3.221 0.545
H 5.442 0.858 -1.260
H 1.813 -0.769 -0.457
*
```

---

Q: What are the energies relative to the best structure? A: arrangement P 0.2008; arrangement Q 0.0000, in hartree.

---

Arrangement P

Below is C2H3BrN2O2 in the gas phase, with properties calculated with ωB97M-V with the def2-TZVPD basis set.

## Properties
Structure (SMILES) = C/C(Br)=N/[N+](=O)[O-]
Kohn-Sham gap = 10.58 eV

The geometry in ORCA input format:
```
! RIJCOSX wB97M-V def2-TZVPD def2/J DEFGRID3
* xyz 0 1
C 1.349 -1.055 0.598
C 0.117 -0.234 0.006
Br -0.103 -0.626 -1.967
N -0.731 0.636 0.480
N -1.540 1.323 -0.294
O -2.684 0.911 -0.250
O -1.154 2.326 -0.834
H 2.271 -0.404 0.273
H 1.281 -2.069 0.259
H 1.192 -0.809 1.730
*
```

---

Arrangement Q

Below is C2H3BrN2O2 in the gas phase, with properties calculated with ωB97M-V with the def2-TZVPD basis set.

## Properties
Structure (SMILES) = O=[N+]([O-])N1C[C@@H]1Br
Kohn-Sham gap = 10.99 eV

The geometry in ORCA input format:
```
! RIJCOSX wB97M-V def2-TZVPD def2/J DEFGRID3
* xyz 0 1
O 0.566 -2.218 -0.192
N -0.329 -1.489 -0.354
O -1.323 -1.643 -1.099
N -0.292 -0.336 0.379
C 0.847 0.559 0.595
C -0.319 1.010 -0.184
Br -1.844 1.987 0.504
H 1.532 0.247 -0.151
H 1.195 0.693 1.651
H -0.033 1.189 -1.150
*
```

---

Q: What are the energies relative to the best structure? A: arrangement P 0.0000; arrangement Q 0.0219, in hartree.

---

Arrangement P

Below is C2HClO2 in the gas phase, with properties calculated with ωB97M-V with the def2-TZVPD basis set.

## Properties
Kohn-Sham gap (alpha / beta) = 8.41 / 8.41 eV

The geometry in ORCA input format:
```
! RIJCOSX wB97M-V def2-TZVPD def2/J DEFGRID3
* xyz 0 1
C 0.902 0.458 0.033
C -0.712 -0.190 -0.362
O 1.722 0.477 -0.773
O 0.564 0.686 1.163
Cl -0.914 -1.756 0.196
H -1.561 0.324 -0.258
*
```

---

Arrangement Q

Below is C2HClO2 in the gas phase, with properties calculated with ωB97M-V with the def2-TZVPD basis set.

## Properties
Kohn-Sham gap = 8.88 eV

The geometry in ORCA input format:
```
! RIJCOSX wB97M-V def2-TZVPD def2/J DEFGRID3
* xyz 0 1
C 0.146 0.401 -0.125
C -0.561 -0.869 0.086
O -0.188 0.967 -1.169
O -1.304 -1.715 0.086
Cl 2.058 0.328 0.369
H -0.152 0.887 0.753
*
```

---

Q: What are the energies relative to the best structure? A: arrangement P 0.0077; arrangement Q 0.0000, in hartree.